(1)
# C26H32ClF7O19PS

7 unconnected molecules or ions with the total composition C26H32ClF7O19PS at a distorted geometry (ωB97M-V/def2-TZVPD, the OMol25 dataset).

Element x y z (Å)
C: -3.914 2.320 -1.615
C: -2.748 2.687 -1.094
C: -1.213 2.974 -0.621
C: -0.413 1.552 -0.794
C: -0.892 0.553 0.416
S: -1.731 -1.000 -0.192
C: -1.869 -2.285 1.187
C: -0.891 -1.986 2.443
C: -1.649 -0.991 3.475
F: -0.602 -3.221 3.171
P: -0.482 -1.797 -1.804
O: -1.495 -1.584 -3.202
Cl: -0.200 -3.877 -1.571
H: -4.709 1.685 -2.173
H: -1.214 3.359 0.462
H: -0.713 3.744 -1.338
H: -0.788 1.073 -1.777
H: 0.728 1.694 -0.746
H: 0.043 0.345 1.057
H: -1.642 1.148 1.056
H: -1.637 -3.354 0.826
H: -2.959 -2.292 1.577
H: 0.135 -1.554 2.124
H: -2.773 -1.279 3.480
H: -1.258 -1.139 4.546
H: -1.608 0.108 3.106
H: -2.368 -2.026 -3.048
C: 4.119 2.365 1.444
C: 3.876 1.603 2.703
O: 2.632 2.104 3.153
C: 1.968 2.477 2.024
O: 0.785 2.694 1.977
O: 2.803 2.565 0.951
F: 4.816 1.892 3.631
H: 4.592 3.335 1.622
H: 4.724 1.805 0.731
H: 3.807 0.521 2.567
C: -1.213 -1.031 -6.274
C: 0.118 -0.362 -6.384
O: 0.177 0.022 -7.741
C: -1.119 0.226 -8.114
O: -1.450 0.816 -9.105
O: -1.993 -0.316 -7.218
F: 1.123 -1.238 -6.141
H: -1.180 -2.087 -6.556
H: -1.638 -0.949 -5.271
H: 0.232 0.520 -5.746
C: 3.695 -0.643 -2.907
C: 4.356 0.667 -2.629
O: 3.873 1.007 -1.344
C: 3.628 -0.180 -0.725
O: 3.467 -0.303 0.463
O: 3.596 -1.215 -1.611
F: 3.949 1.612 -3.505
H: 2.692 -0.528 -3.331
H: 4.286 -1.275 -3.572
H: 5.450 0.623 -2.611
C: 1.507 0.467 5.919
C: 2.495 -0.643 6.073
O: 2.074 -1.291 7.255
C: 0.728 -1.088 7.317
O: -0.015 -1.709 8.026
O: 0.327 -0.097 6.468
F: 3.742 -0.157 6.271
H: 1.782 1.360 6.489
H: 1.358 0.749 4.875
H: 2.502 -1.357 5.244
C: -1.409 4.990 -8.247
C: -2.352 3.857 -8.004
O: -3.620 4.434 -8.233
C: -3.405 5.424 -9.145
O: -4.273 5.954 -9.782
O: -2.079 5.734 -9.251
F: -2.294 3.446 -6.712
H: -1.266 5.618 -7.363
H: -0.432 4.650 -8.598
H: -2.210 3.003 -8.673
C: -1.578 -4.635 8.105
C: -2.859 -5.254 7.649
O: -2.567 -6.635 7.637
C: -1.616 -6.811 8.599
O: -1.316 -7.876 9.063
O: -1.052 -5.626 8.974
F: -3.163 -4.868 6.386
H: -0.876 -4.464 7.283
H: -1.735 -3.693 8.633
H: -3.710 -5.064 8.310

Computed properties:
HOMO-LUMO gap: 7.77 eV
E_HOMO: -12.50 eV
charge: +1

---

(2)
# C41H63BrClN10O6PS2

7 unconnected molecules or ions with the total composition C41H63BrClN10O6PS2 (ωB97M-V/def2-TZVPD, the OMol25 dataset).

Element x y z (Å)
C: 6.725 3.312 -1.060
C: 5.796 4.472 -1.228
O: 5.538 5.259 -0.356
O: 5.280 4.561 -2.469
C: 4.079 5.332 -2.575
C: 2.878 4.597 -1.959
C: 1.754 4.386 -2.988
C: 0.670 3.313 -2.698
P: -0.191 3.195 -4.410
O: -0.398 4.808 -4.685
Br: -2.319 2.648 -4.153
C: -0.109 3.819 -1.435
C: -0.984 5.086 -1.564
C: -2.522 4.964 -1.648
C: -3.220 5.835 -0.593
S: -4.895 5.247 -0.187
S: -0.900 2.600 -0.390
O: -1.077 3.248 0.879
O: -2.005 1.922 -0.983
O: 0.271 1.512 -0.210
C: 1.498 1.714 -0.910
N: 2.318 0.560 -0.562
C: 1.297 1.893 -2.429
Cl: 0.113 0.618 -2.937
C: 2.582 1.630 -3.235
C: 2.966 0.175 -3.526
C: 4.489 0.068 -3.652
C: 5.020 -1.358 -3.881
N: 4.250 -2.422 -3.259
C: 4.205 -2.493 -1.871
N: 5.190 -2.373 -1.069
N: 2.876 -2.758 -1.395
H: 7.750 3.660 -1.196
H: 6.526 2.517 -1.773
H: 6.621 2.949 -0.040
H: 4.204 6.314 -2.124
H: 3.929 5.483 -3.643
H: 2.500 5.234 -1.156
H: 3.233 3.686 -1.491
H: 2.212 4.167 -3.957
H: 1.261 5.347 -3.120
H: 0.020 5.031 -5.524
H: 0.695 4.128 -0.762
H: -0.626 5.665 -2.412
H: -0.767 5.699 -0.687
H: -2.840 5.334 -2.623
H: -2.885 3.947 -1.586
H: -3.370 6.844 -0.974
H: -2.641 5.853 0.329
H: -4.647 3.938 -0.286
H: 1.952 2.617 -0.496
H: 2.330 0.525 0.455
H: 3.279 0.775 -0.816
H: 3.435 2.114 -2.758
H: 2.444 2.117 -4.202
H: 2.645 -0.491 -2.728
H: 2.513 -0.166 -4.458
H: 4.959 0.493 -2.762
H: 4.800 0.666 -4.514
H: 5.149 -1.573 -4.941
H: 6.033 -1.384 -3.476
H: 3.315 -2.505 -3.629
H: 6.057 -2.245 -1.589
H: 2.706 -2.181 -0.579
H: 2.836 -3.716 -1.060
N: -1.921 2.682 6.241
C: -1.724 3.394 5.086
C: -1.539 2.500 4.066
C: -1.628 1.197 4.631
C: -1.865 1.342 5.971
H: -2.082 3.080 7.147
H: -1.736 4.470 5.090
H: -1.362 2.747 3.031
H: -1.533 0.259 4.108
H: -2.006 0.613 6.750
N: -6.402 -0.926 7.349
C: -5.664 -1.579 6.396
C: -4.900 -0.647 5.751
C: -5.184 0.618 6.335
C: -6.112 0.417 7.319
H: -7.042 -1.367 7.984
H: -5.748 -2.644 6.260
H: -4.211 -0.842 4.946
H: -4.752 1.566 6.059
H: -6.591 1.104 7.995
N: -0.768 -2.824 -2.148
C: -0.077 -3.958 -2.461
C: -0.979 -4.987 -2.538
C: -2.266 -4.448 -2.260
C: -2.098 -3.109 -2.024
H: -0.362 -1.913 -2.023
H: 0.989 -3.933 -2.602
H: -0.739 -6.011 -2.777
H: -3.203 -4.980 -2.241
H: -2.810 -2.339 -1.783
N: -2.274 -8.023 -1.444
C: -1.585 -9.162 -1.757
C: -2.486 -10.190 -1.834
C: -3.771 -9.648 -1.557
C: -3.604 -8.309 -1.321
H: -1.864 -7.114 -1.321
H: -0.518 -9.144 -1.899
H: -2.252 -11.216 -2.064
H: -4.707 -10.180 -1.535
H: -4.317 -7.540 -1.078
N: 9.822 -5.281 -0.041
C: 8.462 -5.433 -0.070
C: 7.916 -4.263 -0.523
C: 8.994 -3.369 -0.779
C: 10.155 -4.027 -0.472
H: 10.475 -5.982 0.255
H: 8.001 -6.357 0.233
H: 6.866 -4.066 -0.657
H: 8.925 -2.358 -1.145
H: 11.183 -3.711 -0.523
N: -9.466 -0.322 6.337
C: -9.592 0.759 5.510
C: -10.886 0.796 5.063
C: -11.567 -0.308 5.646
C: -10.663 -0.977 6.427
H: -8.616 -0.587 6.803
H: -8.752 1.403 5.311
H: -11.298 1.531 4.393
H: -12.600 -0.578 5.506
H: -10.771 -1.860 7.034

Computed properties:
ΔE to the lowest compared entry with this formula, charge and spin: 0.0 kJ/mol
HOMO-LUMO gap: 7.97 eV
E_HOMO: -7.98 eV

---

(3)
# C18H38O5

5 unconnected molecules or ions with the total composition C18H38O5 at a distorted geometry (ωB97M-V/def2-TZVPD, the OMol25 dataset).

Element x y z (Å)
C: -0.850 -3.182 1.502
C: -1.369 -4.493 2.077
C: -0.236 -5.442 1.692
O: 0.931 -4.671 2.030
C: 0.663 -3.311 1.749
H: -1.285 -2.297 1.958
H: -1.125 -3.164 0.444
H: -2.311 -4.833 1.640
H: -1.393 -4.463 3.166
H: -0.160 -5.620 0.611
H: -0.266 -6.401 2.201
H: 1.263 -2.967 0.901
H: 0.924 -2.683 2.603
C: 0.889 -1.057 -5.034
C: 0.526 -2.397 -4.395
C: 0.909 -3.464 -5.411
O: 0.961 -2.811 -6.669
C: 1.419 -1.471 -6.413
H: 1.611 -0.441 -4.505
H: -0.010 -0.463 -5.206
H: -0.554 -2.434 -4.244
H: 1.056 -2.466 -3.445
H: 0.235 -4.312 -5.327
H: 1.920 -3.815 -5.148
H: 1.121 -0.837 -7.243
H: 2.514 -1.537 -6.371
C: -3.667 0.728 3.767
C: -2.846 2.010 3.756
C: -2.728 2.271 2.244
O: -2.914 0.995 1.606
C: -3.055 -0.018 2.607
H: -4.715 1.001 3.626
H: -3.598 0.075 4.644
H: -1.844 1.722 4.093
H: -3.206 2.803 4.404
H: -1.741 2.657 1.976
H: -3.483 2.931 1.811
H: -2.111 -0.514 2.842
H: -3.772 -0.747 2.221
C: 2.670 5.276 -0.025
C: 1.957 3.959 0.243
C: 1.733 4.065 1.756
O: 1.406 5.429 1.978
C: 1.946 6.237 0.941
H: 2.547 5.669 -1.033
H: 3.722 5.136 0.226
H: 2.417 3.012 -0.034
H: 0.989 3.990 -0.269
H: 2.646 3.829 2.317
H: 0.923 3.446 2.138
H: 2.657 6.962 1.345
H: 1.160 6.801 0.437
C: 0.859 0.043 -1.104
C: 0.030 0.407 0.120
O: 0.863 0.231 1.258
H: 1.866 0.475 -1.086
H: 0.481 0.389 -2.072
H: 1.039 -1.031 -1.218
H: -0.850 -0.234 0.213
H: -0.330 1.431 0.015
H: 1.562 -0.401 1.094

Computed properties:
HOMO-LUMO gap: 10.10 eV
E_HOMO: -9.48 eV

---

(4)
# C22H17IN3O3Pt

A molecular structure, C22H17IN3O3Pt (ωB97M-V/def2-TZVPD, the OMol25 dataset).

Element x y z (Å)
Pt: -0.634 -1.204 0.707
C: 3.182 0.544 0.318
C: 2.998 1.848 0.772
C: 1.747 2.251 1.195
C: 0.711 1.337 1.163
N: 0.893 0.077 0.737
C: 2.113 -0.314 0.310
C: -1.563 1.644 0.629
C: -2.661 2.553 1.050
C: -3.960 2.180 0.952
C: -4.274 0.873 0.533
C: -3.235 -0.041 0.352
N: -1.963 0.278 0.463
H: 4.143 0.198 -0.032
H: 3.823 2.548 0.778
H: 1.537 3.254 1.535
H: 2.200 -1.331 -0.045
H: -2.355 3.551 1.330
H: -4.749 2.876 1.201
H: -5.294 0.534 0.424
H: -3.469 -1.083 0.147
I: -1.729 0.856 -6.793
C: -1.490 1.315 -4.787
C: -1.269 2.630 -4.396
C: -1.119 2.932 -3.058
C: -1.204 1.930 -2.083
C: -1.422 0.613 -2.491
C: -1.554 0.308 -3.833
C: -1.010 2.398 -0.700
O: -0.483 3.436 -0.419
O: -0.517 1.682 1.597
H: -1.213 3.417 -5.136
H: -0.944 3.954 -2.751
H: -1.461 -0.196 -1.781
H: -1.710 -0.718 -4.141
O: 0.190 -3.012 0.923
N: 1.296 -3.427 1.574
C: 2.280 -3.977 0.843
C: 3.392 -4.489 1.475
C: 3.474 -4.434 2.859
C: 2.432 -3.872 3.584
C: 1.335 -3.376 2.916
H: 2.105 -3.999 -0.222
H: 4.173 -4.937 0.878
H: 4.338 -4.837 3.371
H: 2.452 -3.827 4.663
H: 0.466 -2.944 3.389

Computed properties:
ΔE to the lowest compared entry with this formula, charge and spin: 155.6 kJ/mol
HOMO-LUMO gap (alpha / beta): 5.61 / 5.45 eV
E_HOMO (alpha / beta): -13.38 / -13.38 eV
spin multiplicity: 2
charge: +2

---

(5)
# C30H20BiBr2Cl2IN4O5

A molecular structure, C30H20BiBr2Cl2IN4O5 (ωB97M-V/def2-TZVPD, the OMol25 dataset).

Element x y z (Å)
Bi: -0.067 -0.733 -1.340
O: 2.840 3.097 -2.351
C: 2.379 3.866 -1.345
C: 3.161 4.956 -0.962
C: 2.767 5.752 0.093
C: 1.584 5.488 0.783
C: 0.796 4.428 0.388
C: 1.170 3.605 -0.681
C: 0.349 2.432 -1.038
O: 0.807 1.578 -1.869
N: -0.859 2.341 -0.483
N: -1.449 1.179 -0.827
C: -2.717 1.054 -0.736
C: -3.346 -0.140 -1.309
C: -4.712 -0.360 -1.204
C: -5.262 -1.454 -1.854
C: -4.437 -2.284 -2.595
C: -3.078 -2.009 -2.631
N: -2.548 -0.966 -2.002
H: 2.217 2.340 -2.423
H: 4.084 5.138 -1.495
H: 3.394 6.581 0.395
H: 1.290 6.105 1.621
H: -0.123 4.195 0.907
H: -3.325 1.867 -0.352
H: -5.325 0.320 -0.629
H: -6.323 -1.649 -1.789
H: -4.827 -3.136 -3.132
H: -2.383 -2.639 -3.169
Br: -0.550 -5.643 -3.534
C: -1.154 -5.097 -1.833
C: -1.856 -6.013 -1.035
C: -2.336 -5.646 0.188
Br: -3.277 -6.917 1.228
C: -2.139 -4.328 0.670
C: -2.619 -3.846 1.907
C: -2.387 -2.553 2.270
C: -1.669 -1.710 1.404
N: -1.213 -2.135 0.248
C: -1.426 -3.426 -0.144
C: -0.896 -3.797 -1.429
O: -0.270 -2.918 -2.135
H: -2.015 -7.016 -1.404
H: -3.171 -4.515 2.554
H: -2.740 -2.157 3.211
H: -1.445 -0.681 1.671
Cl: 2.269 -3.111 0.085
C: 3.744 -2.318 -0.478
Cl: 3.437 -1.022 -1.649
H: 4.357 -3.065 -0.969
H: 4.244 -1.878 0.377
I: 5.564 4.467 3.204
C: 4.036 3.143 2.699
C: 4.099 2.461 1.493
C: 3.060 1.613 1.143
C: 1.963 1.464 1.979
C: 1.917 2.151 3.186
C: 2.958 2.984 3.557
C: 0.777 0.645 1.558
O: -0.286 0.776 2.147
O: 0.985 -0.125 0.527
H: 4.935 2.604 0.823
H: 3.079 1.093 0.195
H: 1.047 2.039 3.818
H: 2.921 3.522 4.495

Computed properties:
HOMO-LUMO gap: 6.94 eV
E_HOMO: -8.04 eV

---

(6)
# C4H14N2O

2 unconnected molecules or ions with the total composition C4H14N2O at a distorted geometry (ωB97M-V/def2-TZVPD, the OMol25 dataset).

Element x y z (Å)
N: 1.042 -2.625 -0.822
C: 0.156 -1.703 -0.093
C: 0.812 -0.342 0.276
N: -0.149 0.774 0.187
C: 0.584 2.027 0.301
C: -1.030 0.701 1.363
H: 1.380 -2.274 -1.715
H: 1.894 -2.734 -0.277
H: 0.042 -2.273 0.854
H: -0.767 -1.564 -0.659
H: 1.619 -0.231 -0.464
H: 1.282 -0.413 1.252
H: -0.128 2.854 0.257
H: 1.327 2.154 1.105
H: 1.264 2.165 -0.564
H: -1.908 0.069 1.204
H: -1.390 1.690 1.673
H: -0.507 0.265 2.255
H: -2.431 0.989 -2.239
H: -1.280 0.189 -1.545
O: -1.813 0.281 -2.350

Computed properties:
ΔE to the lowest compared entry with this formula, charge and spin: 165.9 kJ/mol
HOMO-LUMO gap: 10.15 eV
E_HOMO: -9.26 eV

---

E readings, ordered: -4337.94231, -6770.99635, -1084.73034, -1654.87312, -8331.25031, -345.51300 Eh